[1]
{
  "formula": "C8H9NO2",
  "method": "ωB97M-V/def2-TZVPD",
  "homo_lumo_gap_ev": 8.248,
  "e_lumo_ev": -0.2,
  "largest_force_ev_per_a": 5.57,
  "smiles": "C=C1N=C=C(C)C(=O)O[C@@H]1C",
  "homo_ev": -8.4,
  "charge": 0,
  "elements": ["C", "C", "C", "C", "C", "C", "C", "C", "N", "O", "O", "H", "H", "H", "H", "H", "H", "H", "H", "H"],
  "coordinates": [[1.099, 1.388, -0.124], [-1.190, 0.801, -0.360], [1.730, -0.580, -0.513], [-2.302, 1.125, -0.947], [-0.800, -0.588, 0.245], [2.249, 0.683, -0.110], [-1.769, -1.702, 0.075], [3.721, 0.978, 0.041], [-0.051, 1.603, -0.364], [2.445, -1.558, -0.731], [0.447, -1.076, -0.266], [-2.394, 2.055, -1.407], [-3.122, 0.516, -1.112], [-0.791, -0.543, 1.248], [-2.107, -1.642, -1.012], [-2.581, -1.658, 0.844], [-1.183, -2.602, 0.231], [4.125, 0.175, 0.732], [3.841, 2.073, 0.170], [4.147, 0.722, -0.858]]
}



[2]
{
  "formula": "CH4N4",
  "method": "ωB97M-V/def2-TZVPD",
  "homo_lumo_gap_ev": 10.677,
  "e_lumo_ev": 1.1,
  "largest_force_ev_per_a": 2.79,
  "smiles": "[H]/N=N\\N.C#N",
  "homo_ev": -9.6,
  "charge": 0,
  "elements": ["C", "N", "N", "N", "N", "H", "H", "H", "H"],
  "coordinates": [[-1.509, 1.017, 1.984], [-1.406, 1.956, 1.366], [1.265, -1.225, 0.451], [0.212, -0.705, 0.131], [-0.070, 0.013, -0.951], [-1.589, 0.094, 2.479], [1.901, -1.177, -0.298], [0.416, 0.015, -1.856], [-1.041, -0.019, -1.150]]
}



[3]
{
  "formula": "C5H11NO",
  "method": "ωB97M-V/def2-TZVPD",
  "homo_lumo_gap_ev": [2.516, 8.195],
  "e_lumo_ev": [3.6, 3.5],
  "multiplicity": 2,
  "largest_force_ev_per_a": 4.44,
  "homo_ev": [1.1, -4.7],
  "charge": -1,
  "elements": ["C", "N", "C", "C", "C", "C", "H", "H", "H", "H", "H", "H", "H", "H", "H", "H", "H", "O"],
  "coordinates": [[-0.961, 0.813, -0.870], [-0.693, -1.967, 0.137], [-0.731, -0.810, 0.994], [-0.698, 0.493, 0.591], [0.602, -0.720, 3.113], [-0.490, -1.046, 2.364], [-1.906, 1.193, -0.950], [-0.330, 1.701, -1.062], [-0.792, -0.028, -1.466], [-0.055, -2.644, 0.455], [-0.504, -1.757, -0.916], [-0.369, 1.172, 1.368], [1.330, 0.023, 3.072], [0.697, -1.224, 4.103], [-1.290, -1.700, 2.819], [2.008, 2.035, -5.302], [1.871, 1.989, -3.878], [2.310, 2.478, -4.570]]
}



[4]
{
  "formula": "C4H8O2",
  "method": "ωB97M-V/def2-TZVPD",
  "homo_lumo_gap_ev": 9.709,
  "e_lumo_ev": 0.8,
  "largest_force_ev_per_a": 0.33,
  "smiles": "OC1=C[C@@H](O)C1.[H][H]",
  "homo_ev": -8.9,
  "charge": 0,
  "elements": ["O", "C", "C", "C", "O", "C", "H", "H", "H", "H", "H", "H", "H", "H"],
  "coordinates": [[-0.120, 0.244, -2.388], [0.071, 0.290, -1.058], [1.110, -0.025, -0.277], [0.315, 0.264, 0.981], [0.719, 1.346, 1.794], [-0.869, 0.666, 0.060], [-1.003, 0.580, -2.588], [-0.817, -2.877, 0.053], [2.116, -0.386, -0.458], [-0.305, -2.394, -0.192], [0.094, -0.621, 1.597], [1.575, 1.120, 2.177], [-1.109, 1.731, 0.141], [-1.779, 0.062, 0.158]]
}